208
Properties=species:S:1:pos:R:3:mulliken_charge:R:1 method="wB97M-V/def2-TZVPD" lumo_energy_ev=0.26 energy_ev=-117976.1105 orbital_gap_ev=7.908 total_charge=0 smiles="CN(C)P(=O)(N(C)C)N(C)C.CN(C)P(=O)(N(C)C)N(C)C.CC1(C)CCCC(C)(C)N1O.CC1(C)CCCC(C)(C)N1O.CC1(C)CCCC(C)(C)N1O.CN(C)C=O.CN(C)C=O.CN(C)C=O.CN(C)C=O.CN(C)C=O"
P 7.892 -7.006 -6.016 0.45
P -1.551 4.858 10.171 0.55
O -0.983 6.134 9.647 -0.82
O 11.371 4.068 1.476 -0.45
O -2.710 1.307 0.822 -0.58
O -7.416 6.281 -6.021 -0.64
O -2.819 -2.393 -10.936 -0.49
O -7.166 -6.918 7.948 -0.60
O 7.586 -5.971 -6.981 -0.84
O 3.424 7.862 2.676 -0.64
O -14.115 2.688 1.068 -0.49
O 0.461 -6.656 1.897 -0.65
N -7.119 5.587 -8.096 0.08
N -0.478 4.036 11.246 0.06
N 9.530 -7.058 -5.509 0.28
N -5.996 -5.341 6.876 0.06
N -1.914 -3.508 -10.857 0.22
N -1.930 3.708 8.984 0.32
N -3.038 4.872 11.038 0.14
N 3.497 9.899 3.402 0.08
N 1.047 -8.674 0.917 0.09
N -13.857 3.487 2.136 0.47
N 7.579 -8.655 -6.460 0.35
N 11.924 3.086 2.246 0.22
N -0.493 1.345 0.383 0.06
N 7.050 -6.756 -4.515 0.04
C 8.204 -9.110 -7.721 -1.04
C 0.361 -5.331 -11.285 -0.59
C -12.407 3.267 2.422 1.04
C -1.656 0.702 0.766 0.19
C -1.020 -2.868 -8.613 -1.80
C 0.272 -8.497 -0.263 -0.83
C -11.915 4.169 3.687 -1.15
C 1.912 -9.904 0.965 -0.94
C -11.393 3.531 1.236 -1.46
C -14.518 4.750 2.426 1.35
C -15.975 4.364 2.820 -1.94
C 12.587 1.416 0.551 -1.96
C 3.278 11.265 3.138 -1.01
C -3.093 3.848 8.077 -1.00
C -6.436 4.580 -8.990 -0.91
C -5.996 -4.131 6.031 -0.88
C 2.869 9.554 4.687 -0.97
C 0.152 -4.570 -9.948 -1.05
C 0.159 4.945 12.267 -1.13
C 10.273 -8.214 -5.072 -0.99
C 0.679 0.574 0.043 -0.97
C -1.901 -4.270 -12.140 1.65
C 10.002 1.598 2.334 -1.65
C 5.615 -6.304 -4.486 -0.87
C 14.155 3.256 1.136 -1.82
C 13.037 2.274 1.631 1.57
C -0.718 2.872 8.531 -1.17
C -0.495 2.695 -0.161 -0.97
C -3.429 -4.742 -12.322 -2.04
C 10.220 3.430 4.016 -1.83
C -4.750 -5.880 7.341 -0.90
C -3.923 3.688 11.317 -1.18
C -0.689 -3.278 -10.010 1.59
C 10.303 -5.955 -5.926 -1.20
C -13.887 5.493 3.674 -1.39
C -6.823 5.498 -6.806 0.23
C 12.817 0.478 3.533 -0.83
C 7.519 -7.379 -3.285 -0.86
C 6.376 -9.387 -5.933 -1.06
C -7.109 -5.892 7.299 0.11
C -12.368 5.574 3.739 -0.56
C 3.642 9.062 2.444 0.24
C 0.210 -2.180 -10.644 -1.86
C -0.798 2.581 11.530 -0.83
C -8.039 6.466 -8.798 -0.95
C 1.152 -7.744 1.864 0.16
C -1.345 -3.583 -13.411 -1.66
C -12.198 1.724 2.860 -1.85
C -2.978 5.903 12.124 -1.06
C 11.809 1.437 4.179 -1.27
C -14.524 5.684 1.190 -1.52
C -0.999 -5.564 -11.963 -1.51
C 11.047 2.421 3.196 1.48
C 13.766 1.459 2.687 -1.20
H 3.880 11.875 3.812 0.34
H -12.190 5.998 4.728 0.35
H -12.973 1.248 3.460 0.34
H -14.393 5.113 4.561 0.48
H 8.543 -7.117 -3.020 0.16
H 9.001 1.956 2.575 0.48
H -1.613 -6.153 -11.282 0.48
H -14.237 1.791 1.387 0.37
H 12.018 4.776 1.512 0.36
H -3.642 -2.885 -10.960 0.40
H 1.575 1.076 0.410 0.33
H 13.447 0.900 0.123 0.40
H -8.890 5.956 -9.250 0.30
H -1.999 -3.470 -14.277 0.40
H -0.226 -2.302 -8.126 0.37
H -1.848 2.338 11.696 0.20
H 2.660 10.322 5.432 0.35
H -1.859 -2.183 -8.494 0.42
H -4.321 -5.069 7.930 0.30
H -11.559 2.715 0.533 0.34
H 14.668 3.794 1.934 0.43
H -0.875 -2.669 -13.048 0.30
H -2.780 4.107 7.066 0.28
H -0.392 2.392 12.523 0.43
H 6.627 -10.441 -5.810 0.30
H 0.736 -0.484 0.301 0.30
H -7.403 7.119 -9.394 0.36
H -2.225 6.654 11.887 0.35
H 11.840 1.820 -0.132 0.34
H 9.938 0.523 2.506 0.32
H -10.842 4.269 3.525 0.41
H -12.124 3.629 4.611 0.42
H 8.571 -10.114 -7.511 0.34
H 1.888 -7.987 2.646 0.30
H -12.034 6.191 2.905 0.36
H 2.298 11.612 3.464 0.35
H -4.360 -6.129 6.354 0.34
H 1.925 9.067 4.442 0.34
H -3.994 6.255 12.304 0.37
H 10.264 -5.079 -5.279 0.27
H 12.398 1.885 4.979 0.44
H -6.841 -4.001 5.356 0.38
H 11.311 -6.371 -5.923 0.44
H 9.625 2.836 4.710 0.43
H 10.936 3.920 4.676 0.48
H 7.388 -8.427 -3.554 0.39
H -16.023 3.515 3.502 0.44
H -12.003 1.190 1.930 0.50
H 10.132 1.704 1.257 0.29
H -3.816 4.434 8.645 0.31
H -4.171 -3.960 -12.479 0.57
H -0.045 -9.482 -0.607 0.25
H -1.056 -6.245 -12.813 0.47
H 11.280 -8.309 -5.481 0.39
H -11.823 4.422 0.778 0.41
H 14.512 1.982 3.285 0.41
H 1.275 -10.763 0.754 0.34
H -2.720 5.475 13.093 0.29
H 6.869 -7.045 -2.476 0.31
H -7.173 3.789 -9.129 0.32
H -0.540 -4.152 -13.875 0.34
H 0.972 -6.222 -11.140 0.43
H -0.402 3.176 7.533 0.33
H -0.684 3.382 0.664 0.32
H 13.803 4.036 0.461 0.46
H 10.457 -8.151 -4.000 0.29
H 12.176 -0.191 2.959 0.28
H 14.355 0.664 2.229 0.41
H -0.225 -1.184 -10.724 0.38
H -5.176 -4.333 5.342 0.31
H 0.856 0.572 -1.032 0.36
H 5.504 -9.262 -6.574 0.29
H -1.430 -0.355 0.975 0.27
H 12.074 0.574 1.017 0.49
H -13.471 5.964 1.206 0.34
H 11.127 0.782 4.722 0.48
H 8.952 -8.396 -8.066 0.29
H -7.961 -5.249 7.028 0.31
H 2.272 -10.152 1.963 0.34
H -4.980 3.934 11.218 0.33
H 5.288 -6.014 -3.488 0.33
H 3.237 8.753 5.328 0.32
H -14.287 6.507 3.643 0.42
H 0.611 -2.523 -11.597 0.41
H 1.050 -8.206 -0.969 0.34
H -3.626 2.760 10.829 0.41
H 13.446 -0.132 4.181 0.45
H 0.553 5.826 11.759 0.33
H -11.244 1.593 3.370 0.44
H 4.964 -7.077 -4.895 0.28
H -4.597 -6.838 7.837 0.29
H -6.067 4.793 -6.426 0.27
H -5.838 -3.176 6.532 0.28
H -0.467 4.947 13.159 0.36
H -15.178 6.556 1.225 0.42
H 0.254 3.027 -0.880 0.34
H 3.542 11.637 2.148 0.33
H 3.919 9.576 1.510 0.27
H 0.891 -4.607 -11.904 0.26
H 10.275 -5.785 -7.002 0.35
H 1.049 4.443 12.645 0.42
H -3.924 3.389 12.365 0.38
H 1.190 -4.573 -9.613 0.34
H 0.098 3.032 9.237 0.44
H 7.412 -9.149 -8.469 0.34
H -1.479 2.790 -0.620 0.35
H -0.380 1.958 10.739 0.26
H -10.369 3.805 1.489 0.32
H -8.407 7.176 -8.057 0.34
H -3.505 -5.305 -13.252 0.47
H -0.469 -5.143 -9.259 0.36
H 2.839 -9.824 0.397 0.32
H 9.634 4.197 3.509 0.36
H -16.365 3.943 1.894 0.45
H -1.323 -3.613 -7.877 0.36
H 6.138 -9.072 -4.917 0.32
H 5.597 -5.548 -5.271 0.30
H -6.088 4.975 -9.944 0.30
H 9.721 -9.136 -5.255 0.34
H 14.776 2.479 0.691 0.41
H -5.535 4.213 -8.497 0.31
H -0.957 1.850 8.235 0.29
H -0.487 -7.726 -0.131 0.30
H 1.134 -1.923 -10.126 0.44
H -14.779 5.164 0.267 0.33
H -16.579 5.198 3.179 0.36
H -3.799 -5.519 -11.654 0.36
H -3.515 2.848 7.977 0.34

***

198
Properties=species:S:1:pos:R:3:mulliken_charge:R:1 method="wB97M-V/def2-TZVPD" lumo_energy_ev=0.14 energy_ev=-88596.0193 e_above_lowest_kcal_mol=0.00 orbital_gap_ev=8.149 total_charge=0 smiles=CC1(C)CCCC(C)(C)N1O.CC1(C)CCCC(C)(C)N1O.CC1(C)CCCC(C)(C)N1O.CC1(C)CCCC(C)(C)N1O.CC(C)O.CC(C)O.CC(C)O.CC(C)O.CC(C)O.CC(C)O.O.O
O 7.344 3.499 1.080 -0.63
O -1.207 -3.611 -0.627 -0.64
O 1.612 -4.918 4.908 -0.56
O 0.804 -1.885 0.523 -0.22
O 5.522 -3.604 -0.310 -0.62
O -3.796 -4.081 -0.101 -0.47
O -2.736 -3.842 -5.087 -0.58
O -6.370 2.327 -3.706 -0.49
O 4.016 1.815 -5.500 -0.56
O -7.299 -2.714 4.698 -0.57
O 3.059 4.456 5.578 -0.58
O 1.414 -3.246 -1.980 -0.68
N 1.117 -3.697 5.303 1.25
N 0.047 -0.631 0.504 0.83
N -5.144 2.913 -4.095 0.16
N 3.392 2.431 -4.475 1.14
C 2.057 -2.808 5.919 1.61
C 1.359 -0.148 -1.634 0.06
C 2.005 2.984 -4.800 1.74
C 2.152 0.801 0.591 0.76
C -5.385 2.101 -6.604 -1.71
C -0.294 -3.792 5.773 1.14
C -2.126 -2.277 -6.688 -1.55
C 5.111 4.544 1.473 -1.41
C 4.562 -2.579 -0.408 1.35
C 2.210 4.388 -2.541 -1.62
C 5.987 3.353 0.860 1.12
C -3.805 3.961 -5.804 -1.36
C 0.901 0.360 -0.230 2.14
C -3.739 -4.827 2.176 -0.86
C -4.029 2.117 -3.490 2.18
C 1.210 1.724 -5.277 -1.70
C -2.387 -2.427 -5.225 0.58
C 4.731 -1.877 0.935 -0.51
C 5.014 -1.739 -1.613 -1.04
C -5.777 -1.039 4.041 -1.22
C -1.745 -1.384 1.969 -1.72
C -4.111 2.025 -1.921 -1.88
C 5.578 1.903 1.288 0.00
C -2.467 3.256 -5.240 -0.81
C -6.298 4.286 -5.832 -1.88
C -4.182 -6.530 0.251 -1.53
C 5.239 2.002 -2.995 -2.07
C 1.348 3.516 -3.483 -0.13
C -0.608 -4.602 7.025 -1.75
C -0.776 -2.319 5.961 0.22
C 0.210 -0.051 2.994 -1.06
C -4.333 -5.075 0.780 0.33
C -6.003 -2.548 4.280 0.91
C -2.690 2.895 -3.816 -0.35
C -1.540 0.957 1.425 -1.40
C -0.028 1.638 -0.481 0.44
C 0.091 -1.408 6.869 -1.06
C 4.284 3.109 -3.514 1.38
C -5.150 3.286 -5.544 1.50
C 1.518 -1.401 6.233 -0.38
C 3.242 -2.682 4.934 -2.03
C 3.054 2.337 4.265 -1.01
C -5.097 -3.024 5.514 -0.91
C -1.086 -4.372 4.564 -1.94
C -0.715 2.144 0.831 -0.32
C 3.505 3.627 -2.242 0.86
C 1.146 3.968 4.294 -1.13
C -1.226 -2.232 -4.259 -0.36
C -0.659 -0.292 1.745 2.44
C -4.006 0.637 -4.094 -1.89
C 2.064 4.105 -5.835 -1.74
C 5.169 4.302 -4.107 -1.93
C 2.680 3.854 4.366 0.75
C 2.602 -3.438 7.293 -1.96
H -1.414 -2.655 -3.272 -0.18
H -4.375 -4.070 -0.866 0.23
H -5.836 -3.143 3.382 -0.06
H 2.647 3.911 -6.735 0.40
H -6.505 4.388 -6.897 0.37
H 0.765 3.751 3.296 0.04
H 1.560 -2.673 -1.227 0.22
H 3.074 4.354 3.482 -0.09
H -5.010 0.230 -4.210 0.48
H -2.257 2.356 -5.818 0.13
H -0.081 2.669 1.546 -0.15
H 3.073 -2.181 3.981 0.06
H 3.985 -2.079 5.455 0.46
H -4.482 -6.670 -0.788 0.42
H 0.076 -2.501 0.407 0.21
H -0.705 -5.362 4.312 0.60
H -5.638 -2.727 6.413 0.47
H 0.906 2.674 -2.951 -0.52
H -0.696 -1.953 4.938 -0.78
H 4.548 -0.829 0.697 -0.25
H -0.058 -5.539 7.113 0.34
H -3.199 1.562 -1.544 -0.10
H -6.157 5.235 -5.314 0.40
H -2.410 3.688 -3.123 0.62
H -6.600 2.874 -2.952 0.35
H 6.069 -1.469 -1.559 0.35
H -4.972 1.471 -1.549 0.53
H 1.789 1.269 -6.081 0.62
H 2.056 -0.858 7.010 0.52
H 3.710 -3.637 4.695 0.55
H 2.447 5.354 -2.988 0.68
H -3.850 4.925 -5.298 0.39
H 2.408 -0.095 1.156 0.03
H -2.021 1.347 2.321 0.51
H -4.737 -0.723 3.967 0.13
H -1.027 -1.169 -4.122 0.04
H 0.243 2.041 -5.666 0.11
H 2.540 5.011 -5.458 0.31
H -2.879 -2.650 -7.381 0.45
H -0.266 -4.045 7.898 0.37
H 3.524 -2.859 -0.590 -0.12
H -2.341 0.655 0.750 0.23
H 0.765 0.883 2.910 -0.69
H -3.685 4.185 -6.864 0.44
H 7.724 4.008 0.360 0.41
H -4.247 2.986 -1.426 0.53
H 5.195 -4.378 -0.773 0.38
H -1.927 -1.260 -7.025 0.25
H 1.628 -0.679 5.424 -0.43
H 1.846 -3.374 8.076 0.34
H 0.141 -1.795 7.887 0.45
H -4.795 -7.223 0.828 0.38
H 0.708 4.906 4.635 0.46
H 5.841 2.325 -2.145 0.26
H -0.266 -2.499 -4.701 0.55
H 3.469 -2.869 7.629 0.45
H 5.087 4.348 2.545 0.36
H -4.937 -4.101 5.551 0.30
H 4.094 4.563 1.081 0.22
H -1.318 -2.375 2.124 -0.58
H 4.053 0.882 -5.278 0.32
H -2.681 -5.077 2.253 0.44
H -4.100 -2.584 5.487 -0.07
H -7.903 -2.363 4.040 0.35
H 1.951 1.613 1.289 -0.72
H -1.202 -2.834 -6.847 0.42
H -1.691 -4.697 7.096 0.43
H -6.140 -0.366 4.818 0.36
H -0.381 0.017 3.907 0.58
H -3.415 -0.027 -3.463 0.55
H 2.644 1.887 3.361 -0.26
H -6.270 1.488 -6.435 0.42
H -3.146 -6.859 0.174 0.31
H 0.548 2.455 -0.916 -1.05
H -2.169 -4.449 4.665 0.34
H 4.100 -2.305 1.713 0.05
H 1.734 4.532 -1.571 0.45
H 4.484 5.133 -4.280 0.36
H -3.891 -3.782 2.448 -0.21
H -1.429 2.912 0.534 0.69
H -3.584 0.384 -5.066 0.13
H 0.589 -0.631 -2.235 0.04
H 4.947 1.965 2.175 -0.17
H 1.033 0.973 -4.507 0.16
H 1.837 0.638 -2.217 -0.53
H 4.144 4.327 -1.705 0.52
H 4.545 -0.758 -1.531 -0.26
H 5.833 1.540 -3.784 0.46
H 0.466 -3.374 -2.004 0.27
H -2.397 -1.547 1.111 0.60
H 1.094 4.385 -6.245 0.32
H 2.626 1.755 5.082 0.66
H -1.796 -2.395 6.339 0.44
H 2.141 -0.892 -1.484 -0.89
H 3.870 4.056 5.899 0.36
H -6.352 -0.725 3.170 0.39
H 4.591 1.228 -2.583 0.40
H 4.103 2.056 4.356 0.55
H -1.349 -4.155 -1.402 0.32
H 2.940 -4.462 7.138 0.39
H -5.541 2.465 -7.620 0.49
H -0.364 -0.419 6.824 0.45
H -0.821 -3.829 3.657 0.08
H -4.275 -5.422 2.916 0.61
H 5.995 4.530 -3.434 0.41
H 0.703 3.224 4.957 0.27
H -3.230 -1.796 -4.943 0.06
H -7.251 4.011 -5.379 0.40
H -3.443 -3.917 -5.732 0.38
H 2.972 1.187 -0.015 -0.76
H -1.841 2.217 -3.732 -0.38
H -5.358 -4.706 0.811 0.39
H 0.950 -0.832 3.164 0.16
H 5.074 1.276 0.553 -0.38
H -0.705 1.422 -1.308 -0.01
H -2.023 -3.682 -0.132 0.06
H 5.990 3.415 -0.228 -0.35
H -2.406 -1.205 2.817 0.43
H 4.862 -2.048 -2.647 0.37
H -4.617 1.334 -6.701 0.28
H 5.723 -1.920 1.384 0.51
H 1.877 -4.729 4.005 0.34
H 5.493 3.986 -5.098 0.41
H -1.565 3.826 -5.462 0.38
H 0.424 4.050 -3.704 0.44
H 6.401 1.229 1.525 0.55
H 3.252 2.818 -1.556 -1.41
H 5.579 5.519 1.336 0.38